<A>
Formula: C34H35FKN12O2SSi
Source: OMol25
Level of theory: wB97M-V/def2-TZVPD

The net charge is -1. As for the spin multiplicity: 1. The calculation puts the frontier orbital gap at 5.42 eV. The calculation puts the HOMO energy at -3.84 eV.

Each line ends with the Mulliken charge.
Positions of all 87 atoms, in Å:
K 0.402 0.167 -0.185  1.903
C 2.463 1.526 4.581  -1.169
Si 2.755 1.526 2.710  -0.211
C 1.670 2.902 1.990  -0.297
C 4.545 2.106 2.463  -1.170
N 2.323 0.084 1.953  0.377
C 2.969 -1.088 1.947  0.590
C 4.179 -1.404 2.621  -0.390
C 4.803 -2.635 2.524  -0.904
C 4.271 -3.661 1.754  -0.554
C 3.071 -3.418 1.088  -0.677
C 2.472 -2.194 1.210  -0.107
F 1.278 -2.017 0.550  -0.039
H 2.666 2.504 5.019  0.359
H 3.095 0.795 5.083  0.310
H 1.426 1.268 4.797  0.268
H 2.207 3.844 1.878  0.531
H 0.796 3.089 2.611  0.190
H 1.316 2.590 1.009  -0.432
H 4.674 3.116 2.852  0.372
H 4.790 2.124 1.401  0.282
H 5.273 1.465 2.953  0.352
H 4.625 -0.633 3.232  0.161
H 5.730 -2.795 3.061  0.372
H 4.765 -4.618 1.670  0.374
H 2.595 -4.169 0.471  0.431
S -4.024 7.127 -0.187  0.076
N -3.649 6.144 1.047  -0.728
C -3.019 5.093 0.543  0.739
C -2.521 3.957 1.295  0.782
C -2.682 3.831 2.672  -0.793
C -2.217 2.693 3.290  -0.852
C -1.600 1.716 2.507  -0.772
N -1.431 1.832 1.207  1.142
C -1.876 2.929 0.597  -1.126
C -1.702 3.009 -0.872  -0.538
N -1.070 1.995 -1.468  0.545
C -0.964 1.988 -2.782  -0.518
C -1.443 3.022 -3.590  -0.904
C -2.065 4.090 -2.986  -0.686
C -2.210 4.090 -1.599  0.775
C -2.874 5.155 -0.870  0.733
N -3.397 6.252 -1.399  -0.744
H -3.177 4.620 3.222  0.508
H -2.319 2.551 4.356  0.461
H -1.225 0.800 2.944  0.440
H -0.470 1.126 -3.211  0.220
H -1.323 2.971 -4.662  0.477
H -2.455 4.921 -3.557  0.516
C 3.345 0.195 -2.268  -1.708
N 1.982 -0.257 -2.088  0.729
C 1.627 -1.297 -2.741  -0.423
C 0.330 -1.926 -2.729  -0.379
C -0.066 -2.891 -3.664  -0.908
C -1.398 -3.189 -3.377  -0.963
C -1.726 -2.389 -2.278  -0.535
N -0.700 -1.625 -1.873  0.445
C 3.377 1.469 -3.075  0.605
C 2.568 2.543 -2.712  0.048
C 2.578 3.717 -3.444  -0.690
C 3.402 3.839 -4.555  -0.490
C 4.213 2.779 -4.923  -0.576
C 4.197 1.601 -4.187  -0.534
H 3.977 -0.568 -2.748  0.482
H 3.773 0.393 -1.279  0.188
H 2.352 -1.786 -3.413  0.179
H 0.546 -3.298 -4.453  0.476
H -2.046 -3.882 -3.890  0.435
H -2.679 -2.341 -1.768  0.253
H 1.920 2.448 -1.850  0.569
H 1.939 4.538 -3.147  0.472
H 3.410 4.755 -5.130  0.368
H 4.856 2.863 -5.790  0.368
H 4.825 0.771 -4.484  0.347
N -1.438 -1.435 1.056  0.106
N -2.712 -1.961 1.311  -0.473
C -3.835 -1.321 0.969  0.516
N -5.004 -1.958 1.196  -0.411
N -3.682 -0.128 0.422  0.000
N -4.823 0.522 0.147  0.721
O -4.698 1.663 -0.247  -0.596
O -5.923 0.020 0.396  -0.825
H -1.321 -1.303 0.043  -0.184
H -0.757 -2.129 1.333  0.119
H -2.773 -2.941 1.556  0.225
H -5.025 -2.820 1.706  0.111
H -5.844 -1.436 0.975  0.262

***

<B>
Formula: C34H35FKN12O2SSi
Source: OMol25
Level of theory: wB97M-V/def2-TZVPD

The net charge is -1. As for the spin multiplicity: 1. The calculation puts the frontier orbital gap at 4.98 eV. The calculation puts the HOMO energy at -3.70 eV.

Each line ends with the Mulliken charge.
Positions of all 87 atoms, in Å:
K -0.016 0.589 -0.366  0.961
C -3.518 0.402 3.147  -1.145
Si -1.709 -0.009 2.773  0.141
C -1.764 -1.439 1.534  -0.801
C -0.982 -0.712 4.372  -0.839
N -0.841 1.259 2.091  0.818
C -0.661 2.509 2.526  -0.166
C -0.974 3.020 3.818  -0.351
C -0.697 4.319 4.207  -0.906
C -0.087 5.223 3.344  -0.502
C 0.229 4.781 2.059  -0.671
C -0.060 3.491 1.699  0.378
F 0.279 3.108 0.417  -0.255
H -4.067 -0.485 3.479  0.342
H -4.010 0.797 2.255  0.244
H -3.597 1.159 3.931  0.282
H -2.241 -2.312 1.988  0.492
H -0.777 -1.760 1.185  0.107
H -2.350 -1.169 0.650  -0.049
H -1.501 -1.624 4.682  0.353
H -1.064 0.014 5.186  0.251
H 0.080 -0.941 4.255  0.078
H -1.429 2.340 4.530  0.208
H -0.958 4.630 5.213  0.363
H 0.134 6.237 3.649  0.347
H 0.702 5.427 1.329  0.405
S -2.413 -7.135 -4.230  0.091
N -3.365 -5.911 -3.765  -0.709
C -2.567 -4.917 -3.420  0.962
C -2.989 -3.604 -2.974  0.302
C -4.330 -3.237 -2.869  -0.662
C -4.637 -1.966 -2.443  -0.936
C -3.588 -1.095 -2.139  -0.173
N -2.314 -1.427 -2.236  0.190
C -2.004 -2.663 -2.639  -0.154
C -0.567 -3.009 -2.718  -0.346
N 0.309 -2.065 -2.358  0.375
C 1.600 -2.344 -2.433  -0.197
C 2.095 -3.581 -2.860  -1.015
C 1.203 -4.561 -3.218  -0.822
C -0.163 -4.278 -3.150  0.308
C -1.182 -5.245 -3.510  1.048
N -0.964 -6.482 -3.920  -0.704
H -5.098 -3.957 -3.122  0.502
H -5.662 -1.638 -2.338  0.441
H -3.785 -0.088 -1.790  0.258
H 2.273 -1.544 -2.152  0.239
H 3.164 -3.742 -2.900  0.490
H 1.525 -5.539 -3.551  0.502
C 2.516 -1.258 1.740  -2.105
N 2.377 -0.616 0.446  0.602
C 3.466 -0.297 -0.141  -0.266
C 3.575 0.406 -1.388  -0.267
C 4.793 0.771 -1.982  -1.018
C 4.464 1.469 -3.143  -0.958
C 3.064 1.489 -3.177  -0.378
N 2.508 0.848 -2.132  0.362
C 2.579 -0.294 2.910  0.988
C 2.302 1.059 2.777  0.134
C 2.311 1.895 3.888  -0.453
C 2.610 1.387 5.142  -0.592
C 2.906 0.036 5.283  -0.564
C 2.889 -0.794 4.174  -0.355
H 3.415 -1.894 1.773  0.541
H 1.657 -1.919 1.895  0.265
H 4.431 -0.565 0.316  0.243
H 5.778 0.554 -1.592  0.463
H 5.134 1.908 -3.867  0.429
H 2.450 1.929 -3.951  0.269
H 2.058 1.464 1.806  0.219
H 2.057 2.941 3.768  0.345
H 2.607 2.039 6.007  0.404
H 3.142 -0.371 6.259  0.347
H 3.107 -1.851 4.288  0.339
N 0.057 0.630 -4.047  -0.782
N -0.183 2.012 -4.083  -0.039
C -0.916 2.672 -3.173  0.713
N -0.972 4.015 -3.270  -0.476
N -1.519 1.877 -2.301  -0.356
N -2.367 2.393 -1.370  0.890
O -2.779 1.571 -0.570  -0.521
O -2.709 3.576 -1.362  -0.830
H 0.752 0.439 -3.316  0.292
H -0.802 0.170 -3.759  0.357
H 0.256 2.511 -4.835  0.197
H -0.188 4.480 -3.694  0.208
H -1.487 4.486 -2.541  0.272

***

<B> has the most favorable energy; the next structure is 91.4 kJ/mol above.

***

<A>
Formula: C4H9N3
Source: OMol25
Level of theory: wB97M-V/def2-TZVPD

As for the spin multiplicity: 1. The calculation puts the frontier orbital gap at 8.86 eV. The calculation puts the HOMO energy at -8.08 eV.

Each line ends with the Mulliken charge.
Positions of all 16 atoms, in Å:
N -0.555 0.185 2.624  -0.293
C -0.186 -0.031 1.370  -0.199
N 0.948 0.540 0.968  -0.143
H -1.351 -0.304 2.994  0.244
H -0.140 0.900 3.225  0.174
H 1.443 1.198 1.562  0.250
H -1.463 1.160 -1.680  0.268
C 1.479 0.387 -0.352  -0.161
C -1.177 0.175 -1.317  -0.399
C -1.043 -0.824 -2.172  -0.586
N 1.839 -0.702 -0.878  -0.492
H 1.494 -1.513 -0.372  0.294
H 1.689 1.330 -0.848  0.361
H -1.044 0.037 -0.041  0.235
H -0.734 -1.809 -1.842  0.203
H -1.200 -0.730 -3.241  0.244

***

<B>
Formula: C4H9N3
Source: OMol25
Level of theory: wB97M-V/def2-TZVPD

As for the spin multiplicity: 1. The calculation puts the frontier orbital gap at 9.47 eV. The calculation puts the HOMO energy at -8.59 eV.

Each line ends with the Mulliken charge.
Positions of all 16 atoms, in Å:
H -2.965 -1.357 -0.103  0.214
N -3.149 -0.404 -0.153  -0.677
C -2.124 0.463 -0.271  0.065
N -0.739 0.223 -0.055  0.030
C 0.360 1.117 0.199  -0.647
C 1.239 -0.132 0.435  -0.109
N 2.366 -0.234 -0.533  -0.606
C -0.005 -0.950 0.273  -0.670
H -2.290 1.477 -0.394  0.416
H 0.336 1.752 1.149  0.231
H 0.740 2.006 -0.517  0.267
H 1.790 0.028 1.310  0.401
H 2.719 -1.104 -0.574  0.203
H 2.083 0.161 -1.495  0.230
H 0.067 -1.673 -0.461  0.353
H -0.429 -1.374 1.190  0.299

***

<B> has the most favorable energy; the next structure is 93.2 kJ/mol above.

***

<A>
Formula: C4H9N3
Source: OMol25
Level of theory: wB97M-V/def2-TZVPD

As for the spin multiplicity: 1. The calculation puts the frontier orbital gap at 9.98 eV. The calculation puts the HOMO energy at -9.06 eV.

Each line ends with the Mulliken charge.
Positions of all 16 atoms, in Å:
H -2.729 0.889 1.127  0.255
N -2.122 0.118 0.854  -0.692
C -0.995 0.537 0.464  0.637
N -0.813 2.110 0.401  -0.663
N 0.117 0.024 -0.071  -0.004
C 1.469 0.454 0.303  -1.009
C -0.088 -1.534 -0.241  -0.241
C 0.531 -2.255 -1.171  -0.621
H -1.601 2.567 -0.047  0.227
H -0.007 2.502 -0.076  0.217
H 1.865 1.078 -0.502  0.300
H 1.475 1.031 1.232  0.387
H 2.140 -0.400 0.432  0.371
H -0.789 -2.003 0.447  0.302
H 1.244 -1.809 -1.855  0.279
H 0.303 -3.310 -1.298  0.256

***

<B>
Formula: C4H9N3
Source: OMol25
Level of theory: wB97M-V/def2-TZVPD

As for the spin multiplicity: 1. The calculation puts the frontier orbital gap at 8.94 eV. The calculation puts the HOMO energy at -8.06 eV.

Each line ends with the Mulliken charge.
Positions of all 16 atoms, in Å:
C -1.630 -0.631 -1.793  -0.907
C -1.142 -0.407 -0.558  0.274
N -1.944 -0.175 0.577  -0.585
C 0.241 0.080 -0.259  0.711
N 1.327 -0.176 -1.055  -0.447
N 0.260 0.625 0.956  -0.477
C 1.524 0.682 1.674  -1.034
H -0.993 -0.628 -2.667  0.252
H -2.674 -0.888 -1.926  0.310
H -2.547 0.637 0.455  0.229
H -1.454 -0.388 1.451  0.329
H 1.217 -0.924 -1.729  0.198
H 2.257 0.066 -0.742  0.210
H 2.241 1.298 1.121  0.320
H 1.958 -0.309 1.842  0.335
H 1.359 1.140 2.654  0.282

***

<B> has the most favorable energy; the next structure is 45.4 kJ/mol above.

***

<A>
Formula: C4H9N3
Source: OMol25
Level of theory: wB97M-V/def2-TZVPD

As for the spin multiplicity: 1. The calculation puts the frontier orbital gap at 9.51 eV. The calculation puts the HOMO energy at -8.76 eV.

Each line ends with the Mulliken charge.
Positions of all 16 atoms, in Å:
H -3.486 -0.530 -0.296  0.249
N -2.524 -0.085 -0.365  -0.550
C -1.678 -0.935 0.001  -0.167
N -0.325 -0.626 0.288  -0.239
C 0.337 0.538 0.068  0.709
C -0.442 1.732 0.123  -0.996
N 1.532 0.569 -0.321  -0.565
C 2.348 -0.754 -0.109  -0.840
H -1.911 -1.937 0.199  0.380
H 0.289 -1.405 0.386  0.283
H -1.254 1.827 0.863  0.348
H 0.316 2.573 0.372  0.355
H -0.641 2.076 -0.919  0.213
H 2.230 -1.058 1.006  0.256
H 3.379 -0.546 -0.440  0.245
H 1.828 -1.437 -0.856  0.319

***

<B>
Formula: C4H9N3
Source: OMol25
Level of theory: wB97M-V/def2-TZVPD

As for the spin multiplicity: 1. The calculation puts the frontier orbital gap (spin up / spin down) at 7.38 / 7.38 eV. The calculation puts the HOMO energy (spin up / spin down) at -8.40 / -8.40 eV.

Each line ends with the Mulliken charge.
Positions of all 16 atoms, in Å:
C 1.794 0.591 -0.633  -0.524
N 0.344 0.574 -0.433  -0.432
C -0.207 -0.471 0.178  0.364
N 2.620 0.558 0.560  -0.602
C -1.752 -0.019 0.323  -0.343
C -2.599 -0.257 -0.719  -0.546
N 0.291 -1.432 0.854  -0.685
H -1.035 1.017 -0.008  0.382
H -0.361 -2.176 1.078  0.234
H 2.408 1.349 1.158  0.237
H 2.426 -0.289 1.085  0.279
H 2.023 1.500 -1.193  0.342
H 2.075 -0.260 -1.264  0.334
H -2.146 -0.063 1.335  0.371
H -3.666 -0.390 -0.587  0.303
H -2.217 -0.233 -1.733  0.285

***

<C>
Formula: C4H9N3
Source: OMol25
Level of theory: wB97M-V/def2-TZVPD

As for the spin multiplicity: 1. The calculation puts the frontier orbital gap (spin up / spin down) at 7.39 / 7.38 eV. The calculation puts the HOMO energy (spin up / spin down) at -6.52 / -6.52 eV.

Each line ends with the Mulliken charge.
Positions of all 16 atoms, in Å:
C -1.166 1.170 -1.465  -1.033
N 1.420 1.257 -0.547  -1.155
C -0.597 0.139 -0.552  0.606
N -1.346 -1.012 -0.298  -0.500
C 1.256 -0.724 0.690  -0.549
C 0.943 -0.912 1.965  -0.572
N 0.649 0.253 -0.154  0.635
H 2.314 1.195 -0.060  0.167
H -0.970 -1.596 0.432  0.275
H -2.329 -0.832 -0.168  0.225
H 2.095 -1.233 0.224  0.405
H -1.006 0.898 -2.512  0.212
H -0.655 2.114 -1.273  0.342
H -2.239 1.280 -1.301  0.375
H 1.501 -1.608 2.568  0.268
H 0.132 -0.388 2.451  0.298

***

<D>
Formula: C4H9N3
Source: OMol25
Level of theory: wB97M-V/def2-TZVPD

As for the spin multiplicity: 1. The calculation puts the frontier orbital gap at 8.71 eV. The calculation puts the HOMO energy at -8.22 eV.

Each line ends with the Mulliken charge.
Positions of all 16 atoms, in Å:
C -0.863 0.773 1.025  -1.301
C -0.103 1.800 -1.183  -1.190
N 0.433 -1.067 -0.438  -0.020
C -0.482 0.553 -0.423  1.022
C 0.392 -2.046 0.563  0.139
N -0.703 -0.555 -1.147  -0.854
N 1.374 -2.686 1.034  -0.661
H 1.310 -0.991 -0.946  0.217
H 2.266 -2.425 0.605  0.206
H -0.610 -2.209 0.951  0.380
H -1.510 1.652 1.083  0.409
H 0.009 0.963 1.656  0.282
H -1.417 -0.069 1.430  0.388
H -0.993 2.116 -1.741  0.303
H 0.665 1.569 -1.923  0.354
H 0.232 2.622 -0.547  0.327

***

<A> has the most favorable energy; the next structure is 122.1 kJ/mol above.